Entry 1:
The following is a DFT calculation (wB97M-V/def2-TZVPD) of a cluster of 23 separate species, C74H208N14O32 in total.

XYZ file:
```
328
Properties=species:S:1:pos:R:3:lowdin_charge:R:1
C -13.017 -15.194 30.567 -0.18
C -13.269 -16.439 29.542 -0.21
O -12.063 -17.003 29.147 -0.09
O -12.630 -14.031 29.837 -0.08
H -12.401 -15.377 31.447 0.10
H -14.012 -14.977 30.957 0.09
H -13.657 -15.994 28.626 0.10
H -13.856 -17.193 30.066 0.11
H -12.234 -17.861 28.752 0.09
H -11.765 -14.234 29.473 0.05
C -17.246 -9.907 24.648 -0.24
C -15.795 -10.234 24.129 -0.21
O -15.349 -11.515 24.502 -0.08
O -17.286 -10.182 25.998 -0.10
H -17.961 -10.527 24.107 0.12
H -17.494 -8.856 24.496 0.10
H -15.015 -9.619 24.579 0.09
H -15.854 -10.180 23.042 0.12
H -15.495 -11.677 25.436 0.03
H -18.111 -10.089 26.480 0.01
C -10.580 -11.924 34.017 -0.25
C -9.970 -10.854 33.075 -0.18
O -8.825 -10.341 33.824 -0.09
O -11.046 -11.198 35.156 -0.11
H -9.877 -12.640 34.443 0.11
H -11.364 -12.468 33.490 0.10
H -10.658 -10.058 32.788 0.11
H -9.579 -11.472 32.267 0.11
H -9.112 -10.139 34.717 0.06
H -11.767 -11.734 35.496 0.04
C -9.601 -14.439 26.863 -0.21
C -11.125 -14.653 26.816 -0.24
O -11.517 -14.610 25.464 -0.08
O -9.126 -14.304 28.226 -0.08
H -9.215 -13.611 26.267 0.12
H -9.070 -15.300 26.458 0.12
H -11.735 -13.838 27.206 0.12
H -11.426 -15.592 27.280 0.11
H -11.268 -13.770 25.072 0.08
H -9.097 -13.365 28.422 0.08
C -22.621 -14.360 34.867 -0.17
C -21.581 -13.320 34.239 -0.19
O -21.541 -11.923 34.609 -0.08
O -22.129 -15.010 36.070 -0.10
H -22.979 -15.062 34.114 0.11
H -23.527 -13.834 35.169 0.11
H -21.761 -13.248 33.167 0.10
H -20.552 -13.679 34.269 0.10
H -22.452 -11.625 34.668 0.07
H -22.826 -15.509 36.501 0.08
C -16.416 -13.379 26.766 -0.24
C -15.789 -14.612 26.105 -0.21
O -16.682 -15.336 25.325 -0.06
O -15.450 -12.550 27.380 -0.08
H -17.085 -13.699 27.565 0.12
H -16.788 -12.682 26.015 0.10
H -15.246 -15.138 26.890 0.12
H -15.067 -14.241 25.378 0.13
H -16.154 -15.946 24.806 0.12
H -15.843 -12.466 28.252 0.02
C -16.907 -15.387 34.566 -0.24
C -15.323 -15.580 34.751 -0.22
O -14.633 -15.149 33.618 -0.10
O -17.274 -14.067 34.607 -0.08
H -17.382 -15.850 35.431 0.10
H -17.296 -15.796 33.634 0.09
H -15.096 -16.631 34.931 0.10
H -14.986 -15.026 35.628 0.11
H -13.722 -15.071 33.911 0.01
H -16.655 -13.574 34.065 0.03
C -19.090 -17.388 30.694 -0.27
C -19.481 -15.957 30.958 -0.16
O -20.954 -16.067 31.151 -0.10
O -19.688 -17.915 29.537 -0.04
H -19.419 -17.981 31.548 0.10
H -18.010 -17.520 30.634 0.12
H -19.165 -15.306 30.143 0.11
H -19.050 -15.483 31.840 0.09
H -21.140 -16.772 31.775 0.05
H -20.523 -17.443 29.572 0.07
C -19.907 -14.466 26.129 -0.19
C -19.616 -15.953 26.649 -0.25
O -18.525 -16.104 27.467 -0.06
O -19.157 -14.268 24.932 -0.09
H -19.418 -13.783 26.824 0.09
H -20.967 -14.231 26.035 0.11
H -19.407 -16.667 25.853 0.12
H -20.549 -16.358 27.039 0.10
H -17.793 -16.267 26.867 0.06
H -18.260 -14.515 25.169 0.02
C -13.656 -15.871 42.808 -0.05
C -13.099 -15.057 41.526 -0.42
C -14.193 -14.552 40.595 -0.14
O -13.468 -13.868 39.484 -0.22
C -14.305 -12.967 38.797 -0.12
N -12.249 -14.003 42.087 0.04
H -14.243 -15.160 43.389 0.07
H -12.954 -16.210 43.569 0.06
H -14.160 -16.770 42.453 0.06
H -12.442 -15.720 40.964 0.13
H -14.672 -13.744 41.147 0.12
H -14.886 -15.327 40.268 0.13
H -15.323 -13.343 38.692 0.08
H -13.844 -12.865 37.815 0.07
H -14.300 -11.913 39.076 0.08
H -11.915 -13.722 41.176 0.04
H -12.731 -13.227 42.518 0.07
C -18.926 -13.028 38.970 -0.07
C -18.420 -11.594 38.859 -0.43
C -18.119 -11.205 37.346 -0.14
O -17.614 -9.845 37.208 -0.23
C -18.153 -9.210 36.077 -0.12
N -19.474 -10.790 39.381 0.04
H -19.553 -13.153 39.854 0.07
H -18.165 -13.739 39.291 0.06
H -19.615 -13.325 38.179 0.08
H -17.478 -11.558 39.408 0.13
H -19.030 -11.248 36.749 0.11
H -17.359 -11.838 36.889 0.11
H -17.718 -8.215 35.977 0.07
H -19.187 -8.999 36.349 0.10
H -17.859 -9.859 35.252 0.09
H -20.267 -10.969 38.783 0.08
H -19.085 -9.883 39.163 0.07
C -17.966 -5.010 28.813 -0.06
C -18.589 -6.230 28.220 -0.42
C -18.274 -6.475 26.716 -0.14
O -18.733 -5.305 25.962 -0.17
C -18.364 -5.432 24.665 -0.17
N -18.313 -7.376 29.122 0.06
H -18.259 -4.832 29.847 0.08
H -18.378 -4.248 28.152 0.08
H -16.893 -4.927 28.638 0.08
H -19.673 -6.122 28.249 0.12
H -18.843 -7.354 26.415 0.11
H -17.215 -6.664 26.538 0.12
H -18.369 -4.472 24.150 0.10
H -18.959 -6.263 24.287 0.09
H -17.419 -5.929 24.447 0.08
H -18.774 -8.145 28.657 0.03
H -18.678 -7.169 30.041 0.06
C -12.634 -5.626 32.894 -0.09
C -11.193 -5.263 33.302 -0.42
C -11.029 -4.792 34.827 -0.12
O -9.729 -4.170 35.091 -0.21
C -9.354 -4.095 36.419 -0.14
N -10.507 -6.458 32.947 0.02
H -12.969 -6.589 33.279 0.07
H -12.675 -5.740 31.810 0.05
H -13.368 -4.908 33.259 0.07
H -10.913 -4.527 32.548 0.13
H -10.998 -5.724 35.392 0.11
H -11.883 -4.232 35.210 0.12
H -10.147 -3.725 37.069 0.08
H -8.415 -3.541 36.406 0.09
H -9.163 -5.110 36.766 0.08
H -10.252 -6.399 31.972 0.08
H -9.663 -6.423 33.501 0.07
C -26.197 -11.290 28.181 -0.05
C -25.313 -12.485 27.832 -0.44
C -25.186 -13.419 29.022 -0.20
O -24.310 -12.841 30.017 -0.17
C -22.982 -13.473 29.952 -0.09
N -25.951 -13.191 26.699 0.03
H -27.051 -11.654 28.753 0.08
H -26.628 -10.848 27.283 0.08
H -25.601 -10.590 28.766 0.06
H -24.302 -12.330 27.456 0.13
H -24.931 -14.453 28.792 0.12
H -26.125 -13.526 29.565 0.12
H -22.540 -13.496 28.955 0.07
H -22.739 -14.469 30.322 0.06
H -22.280 -12.852 30.508 0.07
H -25.576 -12.643 25.938 0.07
H -25.443 -14.056 26.579 0.06
C -22.084 -6.132 30.563 -0.06
C -22.545 -6.981 31.776 -0.41
C -21.385 -7.382 32.791 -0.14
O -20.182 -7.786 32.073 -0.24
C -19.230 -8.571 32.802 -0.09
N -23.446 -6.183 32.580 0.02
H -21.309 -5.444 30.901 0.08
H -22.934 -5.637 30.093 0.08
H -21.649 -6.804 29.822 0.04
H -23.039 -7.891 31.435 0.13
H -21.775 -8.125 33.486 0.12
H -20.944 -6.493 33.242 0.12
H -19.627 -9.545 33.089 0.09
H -18.770 -8.000 33.608 0.08
H -18.416 -8.869 32.141 0.07
H -24.316 -5.992 32.105 0.07
H -23.021 -5.270 32.503 0.06
C -14.891 -20.315 34.151 -0.05
C -15.956 -20.460 33.085 -0.41
C -17.096 -21.414 33.376 -0.24
O -17.224 -22.345 32.375 -0.15
C -18.223 -23.360 32.538 -0.08
N -16.564 -19.137 32.816 0.04
H -15.409 -19.974 35.048 0.08
H -14.147 -19.619 33.764 0.06
H -14.525 -21.290 34.471 0.08
H -15.544 -20.690 32.102 0.14
H -18.049 -21.032 33.741 0.10
H -16.816 -21.883 34.320 0.12
H -19.194 -23.010 32.888 0.07
H -17.965 -24.035 33.354 0.08
H -18.314 -24.100 31.743 0.09
H -17.459 -19.138 32.348 0.05
H -15.949 -18.644 32.184 0.06
C -14.010 -8.845 37.604 -0.08
C -14.538 -7.470 37.783 -0.41
C -13.506 -6.389 38.220 -0.25
O -13.731 -6.123 39.533 -0.18
C -13.201 -4.819 39.925 -0.06
N -15.202 -7.005 36.556 0.05
H -13.556 -9.228 38.518 0.08
H -13.306 -8.750 36.778 0.08
H -14.857 -9.501 37.399 0.06
H -15.352 -7.593 38.496 0.14
H -13.641 -5.447 37.688 0.11
H -12.479 -6.705 38.042 0.12
H -13.595 -4.048 39.263 0.08
H -12.112 -4.784 39.883 0.08
H -13.515 -4.654 40.956 0.09
H -14.535 -6.774 35.833 0.06
H -15.922 -7.573 36.133 0.03
C -13.531 -7.795 30.014 -0.07
C -14.333 -8.000 28.773 -0.41
C -13.525 -8.889 27.747 -0.18
O -12.422 -8.271 27.093 -0.20
C -12.663 -8.049 25.722 -0.13
N -15.602 -8.651 29.092 0.04
H -14.189 -7.312 30.737 0.07
H -12.737 -7.164 29.615 0.09
H -13.279 -8.707 30.555 0.08
H -14.468 -7.055 28.247 0.13
H -14.053 -9.426 26.960 0.10
H -13.073 -9.797 28.145 0.12
H -11.676 -7.637 25.511 0.08
H -13.405 -7.272 25.541 0.10
H -12.523 -8.913 25.073 0.09
H -16.200 -8.054 29.645 0.05
H -16.132 -8.710 28.234 0.06
C -10.155 -11.721 38.522 -0.02
C -9.859 -12.968 37.640 -0.37
C -9.397 -14.193 38.388 -0.18
O -9.243 -15.466 37.640 -0.22
C -8.968 -16.681 38.524 -0.04
N -11.189 -13.306 37.039 0.05
H -11.127 -11.749 39.015 0.07
H -10.054 -10.773 37.994 0.08
H -9.423 -11.530 39.307 0.08
H -9.196 -12.889 36.779 0.14
H -10.103 -14.332 39.206 0.12
H -8.367 -14.062 38.721 0.13
H -9.898 -17.250 38.524 0.06
H -8.831 -16.394 39.566 0.07
H -8.235 -17.486 38.480 0.08
H -10.970 -14.255 36.773 0.02
H -11.685 -13.227 37.916 0.04
C -17.021 -13.237 31.282 -0.02
C -16.383 -11.767 31.318 -0.35
C -15.307 -11.611 32.406 -0.18
O -15.922 -11.681 33.717 -0.19
C -14.868 -11.875 34.686 -0.09
N -15.776 -11.532 30.018 0.04
H -17.538 -13.577 32.179 0.05
H -16.225 -13.965 31.127 0.07
H -17.610 -13.378 30.376 0.05
H -17.155 -11.004 31.426 0.12
H -14.751 -10.703 32.172 0.12
H -14.524 -12.365 32.320 0.11
H -14.105 -12.624 34.477 0.08
H -15.317 -12.137 35.645 0.07
H -14.474 -10.876 34.871 0.09
H -14.800 -11.788 29.986 0.08
H -15.765 -10.607 29.610 0.03
C -20.000 -16.948 34.285 -0.05
C -20.414 -17.575 35.607 -0.39
C -20.094 -19.085 35.848 -0.16
O -20.946 -19.737 34.884 -0.22
C -20.963 -21.172 34.759 -0.07
N -19.702 -16.865 36.709 0.03
H -20.709 -17.222 33.504 0.06
H -19.051 -17.375 33.959 0.07
H -19.927 -15.860 34.278 0.07
H -21.467 -17.392 35.819 0.11
H -20.410 -19.307 36.868 0.12
H -19.031 -19.245 35.668 0.12
H -21.866 -21.653 34.383 0.09
H -20.654 -21.554 35.732 0.08
H -20.085 -21.348 34.137 0.04
H -20.121 -15.963 36.889 0.05
H -19.738 -17.379 37.577 0.06
C -12.054 -16.786 36.326 -0.06
C -11.516 -16.371 34.976 -0.34
C -11.899 -17.313 33.687 -0.17
O -10.701 -17.337 32.940 -0.20
C -10.642 -18.486 32.089 -0.09
N -11.919 -14.974 34.634 0.06
H -11.743 -17.817 36.494 0.08
H -13.124 -16.766 36.529 0.07
H -11.615 -16.061 37.012 0.05
H -10.433 -16.457 35.059 0.13
H -12.714 -17.009 33.030 0.10
H -12.148 -18.285 34.113 0.10
H -10.405 -19.391 32.650 0.08
H -9.955 -18.359 31.252 0.09
H -11.654 -18.663 31.727 0.07
H -11.501 -14.368 35.325 0.02
H -11.241 -14.857 33.895 0.08
C -19.104 -10.943 28.727 -0.07
C -20.333 -10.878 27.918 -0.37
C -21.450 -10.031 28.634 -0.16
O -22.385 -9.761 27.637 -0.23
C -23.388 -8.856 27.995 -0.09
N -19.980 -10.179 26.641 0.07
H -18.285 -11.406 28.175 0.07
H -19.316 -11.644 29.534 0.08
H -18.771 -10.020 29.201 0.07
H -20.655 -11.888 27.669 0.12
H -21.034 -9.070 28.937 0.11
H -21.937 -10.574 29.444 0.12
H -22.945 -7.860 27.974 0.08
H -23.848 -9.135 28.943 0.08
H -24.100 -8.866 27.169 0.10
H -20.332 -10.825 25.949 0.09
H -20.752 -9.541 26.507 0.07
```

Properties
- HOMO level (Ha) = -0.31918
- orbital gap (Eh) = 0.3325
- molecular weight (g mol⁻¹) = 1806.544
- largest force on an atom (hartree/bohr) = 0.0714


Entry 2:
The following is a DFT calculation (wB97M-V/def2-TZVPD) of a structure of composition C3H5N3.

XYZ file:
```
11
Properties=species:S:1:pos:R:3:nbo_charge:R:1
C -0.714 0.181 0.423 0.52
C 1.417 -0.312 0.139 -0.05
C 0.806 -0.528 -1.120 -0.13
H -2.551 1.042 0.570 0.35
H 0.540 1.165 1.794 0.45
H 2.495 -0.410 0.327 0.22
H 1.276 -0.711 -2.056 0.22
H -1.568 -1.061 -1.253 0.36
N -1.674 0.627 1.108 -0.76
N 0.490 0.081 1.059 -0.61
N -0.516 -0.074 -0.990 -0.58
```

Properties
- HOMO level (Ha) = -0.27876
- orbital gap (Eh) = 0.2808
- molecular weight (g mol⁻¹) = 83.094
- largest force on an atom (hartree/bohr) = 0.1145


Entry 3:
The following is a DFT calculation (wB97M-V/def2-TZVPD) of a structure of composition C11H19AlAsClN2O6S3.

XYZ file:
```
44
Properties=species:S:1:pos:R:3:nbo_charge:R:1
Al -0.362 -1.445 -1.277 1.78
C -3.483 0.282 -0.321 -0.96
As -2.529 -0.320 1.229 1.52
C -3.566 -1.614 2.185 -0.97
C -2.434 1.229 2.360 -0.98
S -0.516 -1.021 1.020 -0.64
H -4.532 0.307 -0.022 0.24
H -3.335 -0.397 -1.154 0.31
H -3.122 1.279 -0.564 0.26
H -4.544 -1.180 2.395 0.24
H -3.047 -1.830 3.118 0.24
H -3.657 -2.508 1.576 0.30
H -3.436 1.622 2.525 0.24
H -1.819 1.967 1.846 0.26
H -1.978 0.956 3.309 0.25
C 4.335 1.062 -0.146 -0.67
C 2.958 1.608 0.000 0.34
C 2.615 2.616 0.868 -0.34
C 1.288 3.049 0.882 0.33
N 0.362 2.543 0.077 -0.50
C 0.701 1.576 -0.776 0.33
S -0.442 0.942 -1.884 -0.22
N 1.987 1.113 -0.791 -0.53
C 0.835 4.122 1.820 -0.65
H 4.962 1.414 0.669 0.23
H 4.762 1.406 -1.090 0.25
H 4.325 -0.026 -0.183 0.28
H 3.359 3.049 1.519 0.23
H 2.197 0.300 -1.378 0.48
H 1.646 4.495 2.441 0.22
H 0.046 3.732 2.463 0.24
H 0.409 4.944 1.245 0.25
O -2.594 -3.903 -2.797 -0.93
S -2.226 -3.028 -1.737 2.57
O -0.806 -3.280 -1.201 -1.09
O -1.917 -1.573 -2.238 -1.12
O -3.154 -2.912 -0.632 -1.02
Cl 2.034 -3.666 -4.002 -0.02
C 2.388 -3.583 -2.258 -0.48
C 2.482 -2.125 -1.863 0.81
O 3.542 -1.529 -1.811 -0.64
O 1.358 -1.524 -1.605 -0.93
H 3.338 -4.075 -2.080 0.23
H 1.569 -4.076 -1.740 0.25
```

Properties
- HOMO level (Ha) = -0.32920
- orbital gap (Eh) = 0.3069
- molecular weight (g mol⁻¹) = 508.839
- largest force on an atom (hartree/bohr) = 0.0092


Entry 4:
The following is a DFT calculation (wB97M-V/def2-TZVPD) of a cluster of 2 separate species, C3H12N2 in total.

XYZ file:
```
17
Properties=species:S:1:pos:R:3:nbo_charge:R:1
C -2.136 1.959 -1.104 -0.44
N -2.766 0.571 -1.048 -0.83
H -2.537 2.815 -1.653 0.20
H -1.105 1.672 -1.456 0.20
H -2.129 2.272 -0.019 0.17
H -2.470 0.305 -0.085 0.35
H -3.722 0.604 -1.112 0.35
C 1.039 -0.582 -0.320 -0.63
C 2.256 -0.759 0.591 -0.21
N 1.839 -1.307 1.834 -0.88
H 1.016 -1.310 -1.163 0.21
H 0.200 -0.956 0.262 0.21
H 0.855 0.459 -0.573 0.21
H 3.089 -1.505 0.135 0.15
H 2.633 0.291 0.695 0.19
H 1.295 -2.095 1.778 0.36
H 2.407 -1.110 2.683 0.38
```

Properties
- HOMO level (Ha) = -0.31555
- orbital gap (Eh) = 0.3571
- molecular weight (g mol⁻¹) = 76.143
- largest force on an atom (hartree/bohr) = 0.0792
- SMILES string = CCN.CN


Entry 5:
The following is a DFT calculation (wB97M-V/def2-TZVPD) of a cluster of 2 separate species, C5H14 in total.

XYZ file:
```
19
Properties=species:S:1:pos:R:3:nbo_charge:R:1
C 1.179 -1.438 1.397 -0.39
C 0.154 -0.311 1.388 -0.61
C 1.300 -2.072 -0.022 -0.61
H 2.164 -1.027 1.642 0.19
H 0.990 -2.205 2.146 0.19
H -0.772 -0.620 0.904 0.20
H 0.546 0.574 0.893 0.20
H 1.482 -1.238 -0.700 0.20
H 2.012 -2.888 -0.040 0.21
H -0.027 -0.063 2.438 0.21
H 0.293 -2.397 -0.299 0.20
C -1.064 2.369 -0.832 -0.62
C -1.296 1.052 -1.618 -0.62
H -1.709 2.367 0.051 0.21
H -0.091 2.482 -0.351 0.20
H -1.245 3.212 -1.489 0.21
H -0.331 0.545 -1.714 0.20
H -1.581 1.283 -2.643 0.21
H -2.003 0.376 -1.154 0.21
```

Properties
- HOMO level (Ha) = -0.41893
- orbital gap (Eh) = 0.4611
- molecular weight (g mol⁻¹) = 74.167
- largest force on an atom (hartree/bohr) = 0.0364
- SMILES string = CCC.CC